(1)
Formula: C5H10O
Source: the OMol25 dataset
Level of theory: wB97M-V/def2-TZVPD

Computed properties:
LUMO energy   0.96 eV
Net charge   0
Energy relative to the best compared isomer or geometry (same formula, charge and spin)   3.967 eV
Calculated total energy   -7390.7985 eV

Positions of all 16 atoms, in Å:
O (2.51511, 0.22139, 0.80254)
C (1.82983, -0.72603, 0.02219)
C (0.67562, -0.07035, -0.73569)
C (-0.18989, 0.75606, 0.19490)
C (-1.69790, -0.24773, 0.53844)
C (-1.55272, 0.98724, -0.33374)
H (1.81736, 0.79582, 1.16345)
H (1.43213, -1.54871, 0.64576)
H (2.55297, -1.16844, -0.67168)
H (0.13936, -0.80210, -1.36596)
H (1.09617, 0.68400, -1.41738)
H (-0.65194, -0.21483, 1.12789)
H (-1.79092, -1.19437, 0.00955)
H (-2.35868, -0.12867, 1.39641)
H (-1.72602, 0.78917, -1.39471)
H (-2.09048, 1.86755, 0.01804)

And the Mulliken charges, in e, turn out to be: number 1, O, carries -0.5277; number 2, C, carries -0.5083; number 3, C, carries -0.5284; number 4, C, carries -0.2970; number 5, C, carries -0.5845; number 6, C, carries -0.4702; number 7, H, carries 0.4512; number 8, H, carries 0.2339; number 9, H, carries 0.3380; number 10, H, carries 0.3778; number 11, H, carries 0.2451; number 12, H, carries 0.1531; number 13, H, carries 0.2817; number 14, H, carries 0.3259; number 15, H, carries 0.2455; number 16, H, carries 0.2640

(2)
Formula: C5H10O
Source: the OMol25 dataset
Level of theory: wB97M-V/def2-TZVPD

Computed properties:
LUMO energy (spin up / spin down)   -0.42 / -1.08 eV
Net charge   0
Energy relative to the best compared isomer or geometry (same formula, charge and spin)   3.868 eV
Calculated total energy   -7390.8977 eV

Positions of all 16 atoms, in Å:
C (-0.71296, 1.96256, 1.11464)
C (0.36972, 0.86674, 0.98891)
C (0.50071, 0.29971, -0.36211)
C (0.49439, -2.21870, -1.04607)
C (-0.26211, -0.90110, -0.80983)
O (-1.30406, -0.88960, -0.01107)
H (-1.68364, 1.52234, 0.87754)
H (-0.72675, 2.34073, 2.14210)
H (-0.52746, 2.81087, 0.44566)
H (1.33956, 1.31581, 1.24601)
H (0.10019, 0.04855, 1.66349)
H (0.92581, 0.96479, -1.12409)
H (0.87762, -2.61083, -0.09979)
H (-0.21067, -2.95254, -1.45261)
H (1.32527, -2.09878, -1.75086)
H (-0.50564, -0.46054, -1.82192)

And the Mulliken charges, in e, turn out to be: number 1, C, carries -1.0496; number 2, C, carries -0.4170; number 3, C, carries -0.3964; number 4, C, carries -1.1473; number 5, C, carries 0.6354; number 6, O, carries -0.5942; number 7, H, carries 0.3175; number 8, H, carries 0.3038; number 9, H, carries 0.3314; number 10, H, carries 0.3339; number 11, H, carries 0.2492; number 12, H, carries 0.3600; number 13, H, carries 0.3077; number 14, H, carries 0.2950; number 15, H, carries 0.3479; number 16, H, carries 0.1228

(3)
Formula: C5H10O
Source: the OMol25 dataset
Level of theory: wB97M-V/def2-TZVPD

Computed properties:
LUMO energy   0.93 eV
Net charge   0
Energy relative to the best compared isomer or geometry (same formula, charge and spin)   1.061 eV
SMILES   CC/C(C)=C\O
Calculated total energy   -7393.7045 eV

Positions of all 16 atoms, in Å:
C (1.96067, -0.19861, -0.15971)
C (0.63323, -0.60453, 0.48774)
C (-0.64631, 0.11584, 0.11074)
C (-1.89321, -0.47004, 0.71341)
C (-0.74020, 1.21260, -0.64570)
O (0.19408, 1.62421, -1.55878)
H (2.10443, 0.88444, -0.16630)
H (2.79156, -0.64227, 0.39840)
H (2.04825, -0.56163, -1.19165)
H (0.50173, -1.69087, 0.39729)
H (0.72375, -0.42021, 1.56926)
H (0.56261, 0.80271, -1.90383)
H (-1.88534, -0.48749, 1.80878)
H (-2.78891, 0.05130, 0.36178)
H (-1.98170, -1.51296, 0.37444)
H (-1.58465, 1.89750, -0.59588)

And the Mulliken charges, in e, turn out to be: number 1, C, carries -1.5494; number 2, C, carries -0.0506; number 3, C, carries 0.3958; number 4, C, carries -1.4673; number 5, C, carries -0.1459; number 6, O, carries -0.5374; number 7, H, carries 0.4008; number 8, H, carries 0.3707; number 9, H, carries 0.3528; number 10, H, carries 0.2888; number 11, H, carries 0.2912; number 12, H, carries 0.3188; number 13, H, carries 0.3076; number 14, H, carries 0.3660; number 15, H, carries 0.3003; number 16, H, carries 0.3579

The lowest calculated total energy belongs to which entry? number 3